1.
A cluster of 3 separate species, C4H7NO2 in total at a distorted geometry. Source: the Open Molecules 2025 dataset; level of theory: the ωB97M-V functional and the def2-TZVPD basis.

Each line ends with the natural charge from an NBO analysis.
Element x y z (Å)
C  -1.262  -1.171  0.162  -0.74
C  -0.789  -1.037  -1.258  0.45
C  0.276  2.076  0.129  -0.02
N  0.542  1.545  1.248  -0.62
C  2.637  -0.579  0.602  0.51
O  2.264  -1.634  0.404  -0.51
O  0.213  -0.453  -1.604  -0.54
H  -0.672  -0.539  0.834  0.26
H  -1.175  -2.222  0.466  0.24
H  -2.325  -0.911  0.227  0.23
H  -1.432  -1.528  -2.021  0.10
H  -0.663  1.823  -0.366  0.16
H  0.927  2.778  -0.406  0.15
H  1.458  1.852  1.582  0.34

Kohn-Sham gap: 11.0 eV
HOMO energy: -9.9 eV
E: -9844.9585 eV
Net charge: 0
Relative energy (zero: lowest compared OMol25 entry of this formula, charge and spin): 53.5 kcal per mole

2.
The molecule C4H7NO2 at a distorted geometry. Source: the Open Molecules 2025 dataset; level of theory: the ωB97M-V functional and the def2-TZVPD basis.

Each line ends with the natural charge from an NBO analysis.
Element x y z (Å)
C  -0.388  0.461  0.018  0.17
N  2.328  0.001  -0.005  -0.76
C  -1.725  0.231  0.226  0.09
C  0.115  -0.580  -0.880  -0.47
C  1.110  -0.694  0.105  0.12
O  0.076  1.762  0.171  -0.72
O  -2.252  -0.842  0.860  -0.70
H  -0.167  2.285  -0.602  0.48
H  -2.472  -1.574  0.273  0.48
H  2.835  0.125  0.861  0.37
H  2.222  0.901  -0.452  0.39
H  -2.447  1.015  0.020  0.15
H  -0.462  -1.438  -1.199  0.20
H  1.227  -1.653  0.603  0.19

Kohn-Sham gap (alpha / beta): 7.5 / 7.5 eV
HOMO energy (alpha / beta): -7.0 / -7.0 eV
E: -9841.1900 eV
Net charge: 0
Relative energy (zero: lowest compared OMol25 entry of this formula, charge and spin): 140.4 kcal per mole

3.
The molecule C4H7NO2. Source: the Open Molecules 2025 dataset; level of theory: the ωB97M-V functional and the def2-TZVPD basis.

Each line ends with the natural charge from an NBO analysis.
Element x y z (Å)
H  -2.059  -1.538  0.871  0.33
N  -1.936  -0.573  0.557  -0.60
C  -0.810  -0.426  -0.010  0.30
C  0.224  -1.499  -0.251  -0.69
C  -0.536  0.946  -0.598  -0.15
O  0.855  1.299  -0.616  -0.50
C  1.415  1.445  0.592  0.64
O  0.859  1.275  1.644  -0.57
H  0.003  -2.387  0.347  0.22
H  1.236  -1.161  -0.010  0.23
H  0.224  -1.779  -1.311  0.23
H  -0.834  0.968  -1.650  0.21
H  -1.107  1.691  -0.040  0.22
H  2.468  1.737  0.474  0.13

Kohn-Sham gap: 11.0 eV
HOMO energy: -10.2 eV
E: -9846.1636 eV
Net charge: 0
Relative energy (zero: lowest compared OMol25 entry of this formula, charge and spin): 25.7 kcal per mole

4.
The molecule C4H7NO2 at a distorted geometry. Source: the Open Molecules 2025 dataset; level of theory: the ωB97M-V functional and the def2-TZVPD basis.

Each line ends with the natural charge from an NBO analysis.
Element x y z (Å)
O  -1.292  -0.280  1.513  -0.74
C  -1.059  0.133  0.159  0.00
C  -0.103  1.330  0.248  -0.09
O  1.210  0.904  0.669  -0.46
C  1.731  -0.090  -0.050  0.33
N  0.952  -0.831  -0.774  -0.51
C  -0.453  -0.924  -0.684  -0.41
H  -1.310  -1.248  1.477  0.48
H  -2.007  0.476  -0.286  0.18
H  -0.031  1.825  -0.732  0.18
H  -0.418  2.046  1.008  0.21
H  2.788  -0.262  0.045  0.19
H  -0.918  -1.228  -1.621  0.19
H  1.021  -1.855  -0.949  0.47

Kohn-Sham gap: 7.6 eV
HOMO energy: -6.8 eV
E: -9843.3063 eV
Net charge: 0
Relative energy (zero: lowest compared OMol25 entry of this formula, charge and spin): 91.6 kcal per mole

5.
The molecule C4H7NO2. Source: the Open Molecules 2025 dataset; level of theory: the ωB97M-V functional and the def2-TZVPD basis.

Each line ends with the natural charge from an NBO analysis.
Element x y z (Å)
C  0.695  1.970  0.274  -0.67
C  -0.002  0.657  0.297  0.04
N  -0.943  0.289  1.089  -0.11
O  -1.253  1.289  1.993  -0.56
C  0.593  -0.426  -0.489  0.24
C  0.046  -2.433  -1.338  -0.26
O  -0.352  -1.081  -1.102  -0.46
H  1.084  2.239  1.259  0.24
H  1.518  1.906  -0.443  0.23
H  -0.018  2.733  -0.045  0.24
H  -1.926  0.875  2.549  0.48
H  1.116  -2.467  -1.128  0.21
H  -0.200  -2.750  -2.351  0.19
H  -0.514  -3.006  -0.599  0.19

Kohn-Sham gap: 8.9 eV
HOMO energy: -8.5 eV
E: -9841.8794 eV
Net charge: 0
Relative energy (zero: lowest compared OMol25 entry of this formula, charge and spin): 124.5 kcal per mole

6.
The molecule C4H7NO2 at a distorted geometry. Source: the Open Molecules 2025 dataset; level of theory: the ωB97M-V functional and the def2-TZVPD basis.

Each line ends with the natural charge from an NBO analysis.
Element x y z (Å)
O  1.853  1.473  0.258  -0.62
N  1.486  0.590  -0.838  -0.31
C  0.355  -0.082  -0.309  -0.05
C  -0.584  0.318  0.544  0.27
O  -0.708  1.360  1.385  -0.67
C  -1.400  -0.927  0.363  -0.41
C  -0.265  -1.394  -0.615  -0.39
H  2.578  2.015  -0.079  0.48
H  0.603  0.989  -1.351  0.38
H  0.152  1.816  1.340  0.50
H  -1.471  -1.542  1.259  0.21
H  -2.389  -0.795  -0.086  0.21
H  0.349  -2.206  -0.223  0.21
H  -0.558  -1.614  -1.648  0.20

Kohn-Sham gap: 8.7 eV
HOMO energy: -8.0 eV
E: -9842.2113 eV
Net charge: 0
Relative energy (zero: lowest compared OMol25 entry of this formula, charge and spin): 116.9 kcal per mole

7.
The molecule C4H7NO2. Source: the Open Molecules 2025 dataset; level of theory: the ωB97M-V functional and the def2-TZVPD basis.

Each line ends with the natural charge from an NBO analysis.
Element x y z (Å)
C  -1.181  -1.123  0.494  -0.68
C  -1.118  0.093  -0.374  0.14
C  -0.628  1.368  0.124  0.30
O  -1.543  1.446  1.031  -0.63
C  1.132  0.165  -0.482  0.38
O  0.861  1.034  0.451  -0.55
N  2.411  -0.198  -0.509  -0.80
H  -0.519  -1.024  1.355  0.24
H  -2.206  -1.262  0.852  0.24
H  -0.905  -2.007  -0.089  0.23
H  -1.784  0.106  -1.239  0.20
H  -0.506  2.202  -0.588  0.14
H  2.732  -0.828  -1.226  0.40
H  3.093  0.161  0.152  0.39

Kohn-Sham gap (alpha / beta): 8.8 / 8.8 eV
HOMO energy (alpha / beta): -8.5 / -8.5 eV
E: -9842.4131 eV
Net charge: 0
Relative energy (zero: lowest compared OMol25 entry of this formula, charge and spin): 112.2 kcal per mole

8.
The molecule C4H7NO2. Source: the Open Molecules 2025 dataset; level of theory: the ωB97M-V functional and the def2-TZVPD basis.

Each line ends with the natural charge from an NBO analysis.
Element x y z (Å)
H  1.297  -1.211  -1.418  0.36
N  0.466  -0.794  -1.007  -0.71
C  0.765  0.127  -0.192  0.59
C  2.124  0.586  0.249  -0.69
O  -0.210  0.819  0.446  -0.51
C  -1.438  0.136  0.669  -0.18
C  -2.115  -0.522  -0.520  0.43
O  -2.855  -1.461  -0.346  -0.53
H  2.233  0.371  1.317  0.24
H  2.908  0.067  -0.304  0.22
H  2.230  1.665  0.118  0.24
H  -1.304  -0.632  1.439  0.20
H  -2.121  0.901  1.057  0.22
H  -1.980  -0.053  -1.508  0.13

Kohn-Sham gap: 10.4 eV
HOMO energy: -9.6 eV
E: -9845.7699 eV
Net charge: 0
Relative energy (zero: lowest compared OMol25 entry of this formula, charge and spin): 34.8 kcal per mole

9.
The molecule C4H7NO2 at a distorted geometry. Source: the Open Molecules 2025 dataset; level of theory: the ωB97M-V functional and the def2-TZVPD basis.

Each line ends with the natural charge from an NBO analysis.
Element x y z (Å)
C  0.986  1.187  0.484  -0.63
C  0.077  0.053  0.119  0.23
C  0.749  -1.284  0.032  -0.63
C  -0.926  0.252  -1.021  -0.17
N  -1.902  0.093  -0.126  0.41
O  -3.058  -0.129  -0.259  -0.38
O  -1.056  -0.020  1.085  -0.38
H  1.031  1.073  1.557  0.23
H  0.431  2.151  0.174  0.23
H  1.928  1.066  -0.117  0.22
H  0.149  -2.110  0.410  0.24
H  1.697  -1.276  0.702  0.21
H  0.901  -1.395  -1.007  0.22
H  -1.005  0.339  -2.033  0.22

Kohn-Sham gap: 9.8 eV
HOMO energy: -9.0 eV
E: -9841.6884 eV
Net charge: 0
Relative energy (zero: lowest compared OMol25 entry of this formula, charge and spin): 128.9 kcal per mole

10.
A structure of composition C4H7NO2 at a distorted geometry. Source: the Open Molecules 2025 dataset; level of theory: the ωB97M-V functional and the def2-TZVPD basis.

Each line ends with the natural charge from an NBO analysis.
Element x y z (Å)
O  1.371  1.292  0.330  -0.70
C  0.921  0.019  -0.074  0.04
C  0.475  -0.842  1.108  -0.12
O  -0.883  -0.606  1.294  -0.48
C  -1.420  0.153  0.348  0.40
N  -1.453  0.206  -0.913  -0.50
C  -0.271  0.050  -1.600  -0.23
H  0.674  1.794  0.770  0.47
H  1.710  -0.462  -0.563  0.19
H  0.576  -1.901  0.946  0.19
H  0.901  -0.629  2.090  0.20
H  -2.196  0.674  0.776  0.15
H  -0.560  -0.666  -2.391  0.20
H  0.155  0.917  -2.121  0.20

Kohn-Sham gap: 9.1 eV
HOMO energy: -8.4 eV
E: -9842.4106 eV
Net charge: 0
Relative energy (zero: lowest compared OMol25 entry of this formula, charge and spin): 112.3 kcal per mole

11.
The molecule C4H7NO2. Source: the Open Molecules 2025 dataset; level of theory: the ωB97M-V functional and the def2-TZVPD basis.

Each line ends with the natural charge from an NBO analysis.
Element x y z (Å)
C  -1.560  -0.003  -0.501  -0.62
C  -0.228  -0.163  0.188  0.11
C  0.835  0.851  -0.195  0.65
N  1.720  0.439  -1.137  -0.82
O  0.840  1.966  0.293  -0.60
C  -0.123  -0.731  1.525  -0.09
O  0.218  -1.503  0.369  -0.50
H  -2.280  -0.719  -0.094  0.22
H  -1.936  1.013  -0.354  0.23
H  -1.458  -0.191  -1.575  0.22
H  2.495  1.054  -1.339  0.40
H  1.790  -0.535  -1.387  0.41
H  0.722  -0.460  2.156  0.19
H  -1.035  -1.018  2.051  0.19

Kohn-Sham gap: 10.7 eV
HOMO energy: -9.8 eV
E: -9846.0400 eV
Net charge: 0
Relative energy (zero: lowest compared OMol25 entry of this formula, charge and spin): 28.6 kcal per mole

12.
The molecule C4H7NO2 at a distorted geometry. Source: the Open Molecules 2025 dataset; level of theory: the ωB97M-V functional and the def2-TZVPD basis.

Each line ends with the natural charge from an NBO analysis.
Element x y z (Å)
H  -3.381  0.139  -0.094  0.34
N  -2.446  0.534  -0.017  -0.65
C  -1.531  -0.346  -0.086  0.12
C  -0.133  0.034  -0.053  -0.25
C  0.241  1.491  -0.040  -0.64
C  0.774  -0.936  0.146  0.63
O  2.208  -0.727  0.031  -0.75
O  0.735  -2.239  -0.017  -0.66
H  -1.710  -1.427  -0.129  0.17
H  1.132  1.688  -0.637  0.21
H  -0.580  2.064  -0.464  0.26
H  0.394  1.854  0.978  0.22
H  2.446  0.115  0.445  0.50
H  1.851  -2.244  -0.062  0.52

Kohn-Sham gap: 9.0 eV
HOMO energy: -8.6 eV
E: -9844.6542 eV
Net charge: 0
Relative energy (zero: lowest compared OMol25 entry of this formula, charge and spin): 60.5 kcal per mole